No. 1
C17H27AsMnN4O6PS as an isolated structure in a non-equilibrium geometry, computed with wB97M-V/def2-TZVPD.

Last column: natural (NBO) charge in e.
Element x y z (Å)
As: 3.243 -0.750 -0.787  1.674
Mn: 0.757 -0.317 -0.090  1.579
S: 0.111 2.859 -0.259  2.447
P: 0.295 0.437 2.495  0.807
O: 1.823 -1.791 -0.437  -1.080
O: -0.096 1.415 -0.635  -1.047
O: -1.059 3.615 -0.597  -0.947
O: 2.424 0.469 0.240  -1.056
O: 2.523 -0.012 -2.266  -1.054
O: 0.558 2.922 1.128  -1.037
N: -0.979 -1.447 -0.377  -0.504
N: -0.845 1.853 4.579  -0.387
N: 0.120 -0.301 5.169  -0.434
N: 1.582 1.564 4.633  -0.434
C: 1.392 0.370 5.450  -0.073
C: 0.537 2.494 4.845  -0.050
C: 1.440 3.455 -1.245  -0.533
C: -1.821 -2.195 -0.574  0.540
C: 3.576 4.482 -2.710  -0.166
C: 1.255 4.572 -2.057  -0.146
C: -2.885 -3.179 -0.844  -0.166
C: 2.323 5.076 -2.784  -0.234
C: -0.956 0.584 5.430  -0.050
C: -1.037 1.555 3.120  -0.546
C: -3.289 -3.033 -2.318  -0.589
C: -4.067 -2.870 0.081  -0.589
C: 3.778 3.362 -1.899  -0.363
C: -2.309 -4.574 -0.569  -0.589
C: 2.693 2.912 -1.205  0.331
C: 0.081 -0.854 3.802  -0.548
C: 1.776 1.250 3.211  -0.537
H: 0.278 5.034 -2.117  0.246
H: -1.009 2.494 2.574  0.298
H: 2.625 0.574 3.096  0.252
H: 4.401 4.887 -3.282  0.222
H: -4.862 -3.587 -0.122  0.233
H: 2.643 -0.569 -3.045  0.492
H: 1.405 0.656 6.503  0.213
H: 2.173 5.941 -3.415  0.226
H: -2.007 -4.684 0.472  0.221
H: -2.016 1.088 3.002  0.237
H: -3.082 -5.311 -0.783  0.230
H: -0.941 0.918 6.469  0.221
H: -0.862 -1.386 3.658  0.230
H: 2.209 -0.323 5.262  0.224
H: -4.077 -3.757 -2.526  0.230
H: 0.879 -1.595 3.710  0.247
H: -1.921 0.134 5.193  0.219
H: -1.449 -4.778 -1.205  0.231
H: -2.450 -3.235 -2.981  0.229
H: -4.456 -1.868 -0.096  0.226
H: -3.786 -2.964 1.130  0.216
H: 4.750 2.889 -1.835  0.229
H: -3.672 -2.036 -2.529  0.229
H: -1.562 2.515 4.875  0.432
H: 0.505 2.824 5.885  0.217
H: 1.993 2.150 2.640  0.291
H: 0.613 3.347 4.171  0.243

Values from the calculation:
Max |F| in eV Å⁻¹: 1.12
Gap between HOMO and LUMO (spin up / spin down) in eV: 7.39 / 8.46
HOMO level (spin up / spin down) in eV: -10.6 / -11.1
ΔE to the lowest compared entry with this formula, charge and spin in eV: 2.516
2S+1: 6
Net charge: +1


No. 2
C17H27BeN3S2 as an isolated structure in a non-equilibrium geometry, computed with wB97M-V/def2-TZVPD.

Last column: natural (NBO) charge in e.
Element x y z (Å)
S: -0.474 -2.328 -0.352  0.196
S: -0.520 2.471 -0.431  0.179
N: -1.207 0.054 1.241  -0.697
N: -0.192 0.053 -2.171  -0.789
N: 1.256 0.163 0.230  -1.017
C: -2.282 -2.641 -0.438  -0.734
C: -2.779 -0.058 3.067  -0.261
C: -0.150 2.504 -2.220  -0.536
C: -0.178 -0.087 2.161  0.232
C: -1.767 -0.236 3.993  -0.064
C: -0.712 1.264 -2.884  -0.242
C: 0.727 -0.465 4.375  -0.128
C: -2.333 2.726 -0.524  -0.733
C: -0.680 -1.206 -2.838  -0.238
C: 4.465 0.272 -1.801  -0.388
C: -0.099 -2.411 -2.123  -0.545
C: 2.230 -0.297 2.460  -0.152
C: -0.425 -0.264 3.556  -0.109
C: 2.005 -0.495 3.836  -0.184
C: 4.460 0.320 -0.457  -0.439
C: -2.475 0.075 1.703  0.087
C: 1.136 -0.085 1.656  0.067
Be: -0.380 0.107 -0.345  1.557
H: -2.843 -1.822 -0.906  0.213
H: -1.997 -0.362 5.049  0.256
H: 4.566 -0.590 0.149  0.202
H: -1.804 1.241 -2.810  0.215
H: -0.454 1.248 -3.954  0.234
H: 0.997 -2.440 -2.217  0.241
H: 0.947 2.551 -2.318  0.242
H: -2.513 3.650 -1.083  0.258
H: -3.261 0.200 0.957  0.222
H: 4.458 1.278 0.084  0.209
H: -3.823 -0.022 3.378  0.262
H: -2.443 -3.582 -0.976  0.257
H: -0.530 -3.340 -2.506  0.267
H: -2.673 2.856 0.510  0.257
H: 4.548 -0.679 -2.341  0.212
H: 1.851 -0.504 -0.263  0.426
H: -2.622 -2.756 0.599  0.255
H: 2.864 -0.669 4.480  0.254
H: 3.237 -0.311 2.045  0.244
H: 1.646 1.087 0.016  0.424
H: 0.584 -0.596 5.450  0.248
H: 4.470 1.185 -2.412  0.213
H: -0.410 -1.221 -3.908  0.233
H: -0.599 3.417 -2.622  0.268
H: -1.775 -1.202 -2.775  0.215
H: -2.869 1.880 -0.970  0.214
H: 0.823 0.064 -2.352  0.396

Values from the calculation:
Max |F| in eV Å⁻¹: 1.35
Gap between HOMO and LUMO in eV: 8.51
HOMO level in eV: -15.1
ΔE to the lowest compared entry with this formula, charge and spin in eV: 0.000
Net charge: +2


No. 3
C17H27BrNO3PSn as an isolated structure in a non-equilibrium geometry, computed with wB97M-V/def2-TZVPD.

Last column: natural (NBO) charge in e.
Element x y z (Å)
Sn: 0.447 -0.251 1.077  1.117
Br: -1.912 -4.384 4.952  0.737
P: 0.151 0.405 -1.387  1.085
O: 3.822 1.184 2.014  -0.281
O: -0.611 2.895 2.164  -0.257
O: -2.923 -0.149 1.352  -0.313
N: -0.662 -0.737 3.524  -0.508
C: -1.355 -1.822 -2.197  -0.616
C: -0.156 -0.112 4.599  0.141
C: 2.908 0.574 1.698  0.514
C: -0.269 -0.645 5.894  -0.176
C: 1.683 2.712 -1.927  -0.624
C: -1.354 -1.883 3.682  0.086
C: -1.358 -2.552 4.918  -0.114
C: 0.074 -1.246 -2.233  -0.547
C: -1.953 -0.486 0.811  0.490
C: 1.079 -2.292 -1.735  -0.606
C: -1.561 2.661 -1.551  -0.617
C: 1.599 1.210 -2.212  -0.526
C: -0.168 2.009 1.577  0.500
C: -1.318 1.261 -2.125  -0.506
C: -0.835 -1.921 6.051  -0.087
C: 2.929 0.522 -1.886  -0.610
C: -1.216 1.315 -3.657  -0.622
H: 3.010 -0.455 -2.373  0.239
H: 2.128 -2.003 -1.841  0.247
H: -1.832 -1.667 -1.219  0.169
H: 0.409 -2.276 1.792  0.017
H: -0.952 3.436 -2.038  0.253
H: -2.616 2.902 -1.747  0.280
H: 0.937 -3.214 -2.315  0.290
H: -2.174 1.687 -4.046  0.299
H: 0.138 -0.068 6.721  0.309
H: 2.649 3.075 -2.303  0.280
H: 3.095 0.413 -0.802  0.176
H: -0.847 -2.457 6.997  0.308
H: 3.738 1.143 -2.296  0.286
H: -0.430 2.004 -4.001  0.241
H: -1.314 -2.900 -2.392  0.275
H: -0.026 -2.497 1.166  0.089
H: 0.323 -0.977 -3.273  0.291
H: -1.050 0.337 -4.121  0.233
H: 0.366 0.838 4.440  0.242
H: -1.829 -2.310 2.799  0.237
H: 0.911 3.284 -2.452  0.241
H: 1.635 2.949 -0.855  0.195
H: -1.400 2.713 -0.468  0.174
H: -2.007 -1.383 -2.963  0.261
H: 0.900 -2.539 -0.680  0.160
H: -2.187 0.636 -1.853  0.253
H: 1.382 1.060 -3.283  0.295

Values from the calculation:
Max |F| in eV Å⁻¹: 6.32
Gap between HOMO and LUMO (spin up / spin down) in eV: 5.19 / 5.73
HOMO level (spin up / spin down) in eV: -22.3 / -22.5
Net charge: +4


No. 4
A 3-piece molecular cluster, C17H27ClF9O9P overall in a non-equilibrium geometry, computed with wB97M-V/def2-TZVPD.

Last column: natural (NBO) charge in e.
Element x y z (Å)
Cl: -2.870 2.794 1.840  -0.034
P: -0.855 1.868 -2.313  2.574
F: -1.749 -0.829 -4.182  -0.294
F: -0.357 -2.078 -1.747  -0.294
F: -2.230 -3.381 -0.412  -0.293
F: -1.200 -0.571 0.308  -0.309
F: -2.511 -1.830 1.488  -0.293
F: -1.976 -2.898 -2.961  -0.291
F: -2.975 0.043 -2.611  -0.303
F: -3.849 -2.177 -1.251  -0.286
F: -3.360 -0.245 0.301  -0.294
O: 2.495 2.042 -0.748  -0.497
O: -2.596 1.870 5.487  -0.537
O: -0.705 0.283 -2.603  -0.799
O: 3.394 0.131 -0.022  -0.596
O: -4.696 2.755 0.029  -0.462
O: 0.613 2.242 -1.887  -0.791
O: 4.422 -1.833 -4.662  -0.535
O: -1.682 1.995 -0.982  -0.804
O: -1.338 2.633 -3.449  -1.061
C: -2.399 -1.161 0.338  0.925
C: -3.386 1.934 6.659  -0.064
C: 4.220 -4.075 -5.664  -0.645
C: -3.533 2.876 0.221  0.518
C: -1.792 -0.539 -2.872  0.880
C: 3.034 -1.608 -4.502  -0.063
C: -1.650 -1.912 -2.093  0.567
C: -1.470 1.014 5.537  -0.063
C: -2.533 3.139 -0.872  -0.171
C: 2.469 -2.091 -3.177  -0.657
C: 4.357 2.191 0.697  -0.716
C: -2.638 2.419 7.890  -0.645
C: -1.807 -0.443 5.801  -0.645
C: -2.563 -2.147 -0.863  0.551
C: 4.843 -3.182 -4.605  -0.064
C: 3.385 1.340 -0.039  0.793
C: 1.481 1.261 -1.353  0.228
H: 3.138 -4.147 -5.556  0.203
H: 4.813 1.563 1.448  0.242
H: 4.629 -5.083 -5.589  0.215
H: 2.562 -3.173 -3.064  0.207
H: -4.188 2.632 6.422  0.189
H: 2.912 -0.527 -4.579  0.182
H: -1.829 1.744 8.171  0.203
H: -1.956 4.017 -0.599  0.215
H: -2.497 -0.818 5.044  0.213
H: 1.000 0.653 -0.595  0.182
H: -2.273 -0.586 6.776  0.204
H: 1.908 0.638 -2.129  0.187
H: -3.321 2.490 8.736  0.216
H: 3.874 3.025 1.187  0.238
H: 5.128 2.537 0.018  0.248
H: 4.431 -3.688 -6.662  0.212
H: -1.000 1.106 4.557  0.184
H: 5.923 -3.148 -4.747  0.187
H: -0.741 1.379 6.270  0.158
H: -3.093 3.337 -1.774  0.242
H: -0.900 -1.047 5.776  0.216
H: -2.205 3.403 7.709  0.212
H: -3.861 0.966 6.855  0.159
H: 2.477 -2.045 -5.339  0.160
H: 1.418 -1.840 -3.117  0.216
H: 2.993 -1.622 -2.345  0.221
H: 4.671 -3.595 -3.605  0.159

Values from the calculation:
Max |F| in eV Å⁻¹: 1.39
Gap between HOMO and LUMO in eV: 9.98
HOMO level in eV: -9.7
ΔE to the lowest compared entry with this formula, charge and spin in eV: 0.000
Structure (SMILES): CC(=O)OCO[P@](=O)(OCC(=O)Cl)OC(F)(F)C(F)(F)C(F)(F)C(F)(F)F.CCOCC.CCOCC
Net charge: 0